# 1
18
Properties=species:S:1:pos:R:3 method="wB97M-V/def2-TZVPD" e_above_lowest_kcal_mol=34.6 spin_multiplicity=1 charge=0 smiles="CC[C@@H](C=O)NC" e_lumo_ha=0.0367 homo_energy_ev=-8.91 orbital_gap_ev=9.91 energy_ha=-327.07617
C 0.901 2.026 -0.523
C 0.147 1.112 0.435
C 0.289 -0.352 0.057
C 1.583 -0.951 0.603
O 2.654 -0.410 0.570
N -0.822 -1.180 0.509
C -1.819 -1.557 -0.474
H 0.971 3.071 -0.220
H 0.399 2.074 -1.484
H 1.938 1.691 -0.585
H -0.921 1.329 0.396
H 0.445 1.331 1.461
H 0.334 -0.476 -1.030
H 1.420 -1.922 1.116
H -1.249 -0.835 1.358
H -2.649 -2.040 0.037
H -1.370 -2.212 -1.215
H -2.254 -0.700 -1.010

# 2
18
Properties=species:S:1:pos:R:3 method="wB97M-V/def2-TZVPD" e_above_lowest_kcal_mol=84.8 spin_multiplicity=1 charge=0 smiles="C=CCCNCO" e_lumo_ha=0.0367 homo_energy_ev=-8.83 orbital_gap_ev=9.83 energy_ha=-326.99625
C 2.632 1.147 -0.215
C 1.755 0.496 0.553
C 1.353 -0.919 0.558
C 0.037 -0.966 -0.253
N -0.953 -0.002 0.096
C -2.473 0.070 -0.412
O -3.560 0.769 0.141
H 3.082 2.040 0.201
H 2.968 0.785 -1.174
H 1.240 1.088 1.337
H 2.036 -1.704 0.174
H 1.171 -1.238 1.570
H 0.321 -0.932 -1.348
H -0.444 -1.960 -0.080
H -0.631 0.913 -0.299
H -2.880 -0.951 -0.444
H -2.308 0.382 -1.513
H -3.347 0.983 1.108

# 3
18
Properties=species:S:1:pos:R:3 method="wB97M-V/def2-TZVPD" e_above_lowest_kcal_mol=74.0 spin_multiplicity=1 charge=0 smiles="C[C@@H]1CN1C.C=O" e_lumo_ha=0.0319 homo_energy_ev=-8.89 orbital_gap_ev=9.76 energy_ha=-327.01349
C -1.710 0.382 1.233
C -1.022 0.255 -0.096
C -0.639 -1.097 -0.561
N 0.365 -0.123 -0.143
C 1.203 -0.039 1.048
H -1.387 1.285 1.759
H -2.791 0.428 1.076
H -1.492 -0.492 1.855
H -1.279 1.005 -0.845
H -0.854 -1.955 0.071
H -0.716 -1.295 -1.634
H 1.151 0.996 1.414
H 0.926 -0.715 1.865
H 2.250 -0.221 0.779
C 1.477 0.472 -1.860
O 1.757 1.651 -1.812
H 0.613 0.079 -2.437
H 2.199 -0.330 -1.589

# 4
18
Properties=species:S:1:pos:R:3 method="wB97M-V/def2-TZVPD" e_above_lowest_kcal_mol=27.0 spin_multiplicity=1 charge=0 smiles="CC(C)CC(N)=O" e_lumo_ha=0.0275 homo_energy_ev=-9.78 orbital_gap_ev=10.53 energy_ha=-327.08836
C 1.546 0.699 0.230
C 0.466 -0.261 -0.308
C 0.932 -1.150 -1.506
C -0.956 0.349 -0.529
C -1.528 0.917 0.744
N -1.779 0.068 1.878
O -1.677 2.110 0.909
H 1.899 1.481 -0.476
H 2.340 0.048 0.619
H 1.112 1.137 1.155
H 0.291 -1.107 0.380
H 0.225 -1.984 -1.551
H 0.728 -0.651 -2.553
H 1.888 -1.600 -1.127
H -1.529 -0.550 -0.757
H -1.039 1.066 -1.325
H -1.748 -0.890 1.536
H -1.171 0.317 2.679

# 5
18
Properties=species:S:1:pos:R:3 method="wB97M-V/def2-TZVPD" e_above_lowest_kcal_mol=100.0 spin_multiplicity=1 charge=0 e_lumo_ha=0.0060 homo_energy_ev=-7.78 orbital_gap_ev=7.95 energy_ha=-326.97191
C -2.037 -0.105 -0.895
C -1.375 0.928 -0.055
C -1.107 0.715 1.285
N 0.536 -0.962 0.619
C 1.388 -0.153 0.017
O 1.150 1.068 -0.222
C 2.755 -0.660 -0.437
H -2.939 0.264 -1.390
H -1.298 -0.358 -1.664
H -2.236 -1.012 -0.322
H -0.989 1.835 -0.505
H -2.182 1.390 0.993
H -0.434 1.408 1.781
H -1.451 -0.175 1.790
H 0.907 -1.907 0.670
H 2.880 -0.443 -1.502
H 2.901 -1.731 -0.262
H 3.530 -0.102 0.099

# 6
18
Properties=species:S:1:pos:R:3 method="wB97M-V/def2-TZVPD" e_above_lowest_kcal_mol=116.9 spin_multiplicity=1 charge=0 smiles="C=C[C@@H](N)CCO" e_lumo_ha=0.0339 homo_energy_ev=-7.66 orbital_gap_ev=8.58 energy_ha=-326.94505
C -2.865 0.121 0.515
C -1.692 0.545 0.081
C -0.293 -0.586 -0.424
N 0.325 -0.262 -1.610
C 0.262 -0.284 0.881
C 2.107 -0.064 0.546
O 2.112 1.175 -0.165
H -3.735 0.764 0.599
H -3.020 -0.909 0.821
H -1.503 1.585 -0.167
H -0.796 -1.558 -0.455
H 0.544 -1.031 -2.227
H 0.344 0.699 -1.937
H 0.198 0.644 1.434
H 0.204 -1.118 1.569
H 2.578 0.074 1.523
H 2.611 -0.870 -0.001
H 2.618 1.076 -0.983

# 7
18
Properties=species:S:1:pos:R:3 method="wB97M-V/def2-TZVPD" e_above_lowest_kcal_mol=54.2 spin_multiplicity=1 charge=0 smiles=COC1CN(C)C1 e_lumo_ha=0.0409 homo_energy_ev=-8.73 orbital_gap_ev=9.85 energy_ha=-327.04493
C 2.813 0.589 0.085
O 1.548 1.009 -0.364
C 0.654 -0.051 -0.507
C -0.131 -0.562 0.723
N -1.299 -0.670 -0.159
C -2.611 -0.424 0.385
C -0.719 0.326 -1.065
H 3.456 1.471 0.113
H 3.254 -0.153 -0.599
H 2.767 0.147 1.092
H 1.111 -0.883 -1.063
H 0.169 -1.489 1.224
H -0.221 0.254 1.463
H -2.699 0.565 0.874
H -2.856 -1.198 1.121
H -3.355 -0.479 -0.418
H -0.957 1.366 -0.776
H -0.924 0.182 -2.131

# 8
18
Properties=species:S:1:pos:R:3 method="wB97M-V/def2-TZVPD" e_above_lowest_kcal_mol=61.6 spin_multiplicity=1 charge=0 smiles="C/C=C/C=C/N.O" e_lumo_ha=0.0405 homo_energy_ev=-7.02 orbital_gap_ev=8.12 energy_ha=-327.03324
C 2.510 -2.212 0.338
C 1.256 -1.385 0.468
C 1.145 -0.174 1.150
C -0.126 0.601 1.296
C -0.035 1.901 1.794
N -1.010 2.756 2.141
H 2.167 -3.270 0.301
H 3.028 -2.002 -0.617
H 3.278 -2.115 1.114
H 0.402 -1.746 -0.012
H 2.039 0.194 1.638
H -1.132 0.079 0.969
H 1.018 2.114 1.986
H -0.893 3.708 2.312
H -1.987 2.453 2.078
O -3.668 -0.443 -5.569
H -4.400 -0.960 -5.827
H -3.594 0.502 -5.559